The following is a quantum chemistry calculation of a cluster of 14 separate species, C56H147N28O7P7 in total at a distorted geometry, from the Open Molecules 2025 dataset.

Each line ends with the Löwdin charge.
Positions of all 245 atoms, in Å:
O -3.186 -5.507 5.563  -0.3015
P -2.005 -4.655 5.294  0.5890
N -1.063 -4.367 6.711  -0.3009
C 0.317 -3.805 6.585  -0.0945
C -1.438 -4.917 8.002  -0.1277
N -2.408 -3.119 4.778  -0.3108
C -1.398 -2.214 4.168  -0.1238
C -3.727 -2.557 5.065  -0.0915
N -0.860 -5.249 4.070  -0.2923
C -1.152 -5.192 2.611  -0.1096
C -0.147 -6.522 4.401  -0.1184
H 0.432 -3.057 7.369  0.0696
H 0.434 -3.291 5.631  0.0499
H 1.082 -4.565 6.742  0.0668
H -2.360 -5.497 7.980  0.0744
H -1.535 -4.087 8.702  0.0748
H -0.668 -5.572 8.409  0.0716
H -0.463 -2.704 3.895  0.0461
H -1.807 -1.978 3.186  0.0684
H -1.122 -1.324 4.732  0.0853
H -3.767 -2.373 6.138  0.0857
H -3.831 -1.596 4.561  0.0700
H -4.428 -3.202 4.536  0.0829
H -1.299 -4.206 2.169  0.0611
H -0.267 -5.589 2.113  0.0604
H -2.020 -5.835 2.470  0.0799
H 0.828 -6.616 3.924  0.0665
H -0.765 -7.372 4.112  0.0785
H -0.037 -6.653 5.477  0.0674
O 1.740 1.529 5.428  -0.2922
P 2.736 1.856 6.458  0.5479
N 2.415 1.372 8.027  -0.3307
C 1.264 0.626 8.419  -0.1193
C 3.337 1.642 9.167  -0.0801
N 3.148 3.522 6.556  -0.2967
C 4.031 4.171 5.548  -0.0964
C 2.066 4.370 7.093  -0.1135
N 4.227 1.077 6.147  -0.2880
C 4.303 -0.192 5.353  -0.0907
C 5.437 1.515 6.807  -0.1599
H 0.458 0.997 7.787  0.0796
H 1.054 0.739 9.482  0.0782
H 1.512 -0.415 8.207  0.0759
H 2.697 1.799 10.035  0.0780
H 3.938 2.537 9.008  0.0643
H 3.977 0.760 9.145  0.0837
H 4.846 4.655 6.086  0.0791
H 4.466 3.450 4.855  0.0538
H 3.555 4.972 4.982  0.0684
H 1.183 4.394 6.455  0.0684
H 1.776 4.009 8.080  0.0712
H 2.440 5.391 7.172  0.0812
H 5.348 -0.307 5.067  0.0645
H 4.090 -1.044 6.000  0.0657
H 3.632 -0.187 4.494  0.0477
H 5.927 0.695 7.331  0.0783
H 5.290 2.376 7.460  0.0615
H 6.240 1.723 6.100  0.0451
O -4.208 -6.422 -3.453  -0.2963
P -3.597 -5.364 -2.604  0.5741
N -1.884 -5.488 -2.483  -0.3203
C -1.156 -5.413 -3.710  -0.1377
C -1.248 -6.257 -1.377  -0.0935
N -4.188 -5.391 -0.992  -0.2930
C -3.734 -4.445 0.029  -0.1224
C -5.539 -5.912 -0.730  -0.1143
N -3.804 -3.777 -3.115  -0.2889
C -2.955 -2.680 -2.647  -0.1256
C -5.206 -3.337 -3.403  -0.0832
H -1.143 -6.474 -3.961  0.0858
H -0.144 -5.045 -3.546  0.0605
H -1.706 -4.790 -4.415  0.0729
H -0.500 -6.925 -1.805  0.0791
H -2.100 -6.702 -0.862  0.0679
H -0.719 -5.676 -0.622  0.0221
H -3.905 -4.811 1.041  0.0767
H -2.661 -4.254 0.020  0.0621
H -4.212 -3.477 -0.118  0.0573
H -6.348 -5.229 -0.988  0.0727
H -5.572 -6.770 -1.402  0.0680
H -5.733 -6.329 0.258  0.0795
H -1.917 -2.999 -2.741  0.0604
H -3.114 -1.858 -3.345  0.0595
H -3.101 -2.360 -1.615  0.0547
H -5.813 -4.201 -3.673  0.0732
H -5.209 -2.645 -4.245  0.0810
H -5.653 -2.937 -2.493  0.0656
O -1.271 -0.754 -4.780  -0.2875
P -1.567 0.578 -5.365  0.5792
N -0.243 1.322 -6.148  -0.2755
C -0.197 2.737 -6.685  -0.0732
C 0.961 0.522 -6.452  -0.1097
N -2.024 1.675 -4.183  -0.2891
C -1.005 2.446 -3.365  -0.0668
C -3.284 1.549 -3.574  -0.1374
N -2.753 0.687 -6.603  -0.2992
C -3.332 1.925 -7.090  -0.1389
C -2.906 -0.447 -7.595  -0.0815
H -0.676 2.799 -7.663  0.0673
H 0.840 3.048 -6.807  0.0623
H -0.762 3.313 -5.952  0.0633
H 1.262 -0.112 -5.618  0.0348
H 1.862 1.084 -6.700  0.0815
H 0.745 -0.116 -7.309  0.0450
H -1.323 3.460 -3.125  0.0798
H -0.529 1.887 -2.559  0.0480
H -0.112 2.529 -3.985  0.0408
H -3.240 0.630 -2.990  0.0600
H -3.587 2.435 -3.016  0.0930
H -4.026 1.264 -4.320  0.0770
H -2.994 2.047 -8.119  0.0768
H -4.418 1.832 -7.071  0.0788
H -3.091 2.798 -6.483  0.0760
H -3.936 -0.557 -7.933  0.0749
H -2.564 -1.365 -7.116  0.0617
H -2.311 -0.337 -8.502  0.0730
O -6.115 2.975 -0.877  -0.2947
P -5.612 2.353 0.369  0.5722
N -4.374 3.187 1.119  -0.2998
C -3.779 2.733 2.368  -0.1293
C -3.504 4.102 0.407  -0.0984
N -5.028 0.762 0.030  -0.2735
C -4.464 -0.063 1.111  -0.1042
C -5.599 0.050 -1.103  -0.1392
N -6.793 2.184 1.618  -0.3085
C -7.213 3.351 2.468  -0.0797
C -7.861 1.222 1.434  -0.1261
H -3.604 3.583 3.028  0.0872
H -2.842 2.219 2.150  0.0658
H -4.430 2.047 2.910  0.0640
H -2.666 4.466 1.001  0.0467
H -4.057 4.968 0.044  0.0874
H -3.120 3.560 -0.458  0.0685
H -3.394 0.070 1.271  0.0498
H -4.847 0.378 2.032  0.0469
H -4.759 -1.101 0.956  0.0801
H -6.493 -0.529 -0.870  0.0727
H -5.831 0.625 -1.999  0.0769
H -4.864 -0.635 -1.525  0.0493
H -7.707 4.106 1.857  0.0795
H -7.897 2.962 3.223  0.0743
H -6.333 3.791 2.937  0.0619
H -7.401 0.286 1.116  0.0598
H -8.494 1.583 0.624  0.0862
H -8.456 0.969 2.312  0.0823
O 2.895 1.369 -0.270  -0.2867
P 1.836 0.385 -0.289  0.5952
N 0.265 1.026 -0.241  -0.2854
C 0.092 2.417 0.223  -0.1317
C -0.984 0.226 -0.393  -0.0769
N 1.861 -0.631 1.095  -0.2984
C 1.428 -0.092 2.357  -0.1222
C 2.893 -1.660 1.304  -0.1111
N 1.876 -0.654 -1.739  -0.2602
C 1.130 -1.941 -1.827  -0.0935
C 2.171 -0.039 -3.073  -0.1139
H 1.068 2.855 0.428  0.0618
H -0.655 2.412 1.017  0.0582
H -0.480 3.028 -0.475  0.0641
H -1.838 0.891 -0.270  0.0675
H -1.049 -0.563 0.356  0.0768
H -1.030 -0.149 -1.416  0.0577
H 1.334 -0.956 3.015  0.0813
H 2.193 0.565 2.771  0.0555
H 0.557 0.562 2.339  0.0757
H 3.670 -1.329 1.994  0.0656
H 2.355 -2.576 1.549  0.0732
H 3.370 -1.855 0.344  0.0558
H 0.082 -1.671 -1.959  0.0432
H 1.520 -2.522 -2.663  0.0636
H 1.207 -2.424 -0.853  0.0455
H 2.344 -0.767 -3.866  0.0487
H 2.967 0.703 -3.010  0.0641
H 1.275 0.456 -3.445  0.0510
O 0.051 5.628 -3.787  -0.2877
P 1.450 6.094 -3.820  0.5781
N 1.787 7.037 -5.258  -0.3039
C 3.161 7.293 -5.641  -0.1502
C 0.715 7.345 -6.250  -0.0938
N 2.620 4.887 -3.645  -0.2807
C 2.666 4.163 -2.339  -0.0986
C 2.933 3.940 -4.757  -0.0892
N 1.873 7.221 -2.635  -0.3055
C 1.035 7.442 -1.424  -0.1042
C 3.144 7.863 -2.454  -0.1460
H 3.862 7.019 -4.852  0.0618
H 3.299 8.369 -5.748  0.0775
H 3.286 6.734 -6.568  0.0755
H -0.259 7.307 -5.761  0.0659
H 0.699 6.586 -7.033  0.0741
H 0.723 8.394 -6.547  0.0780
H 1.829 3.472 -2.242  0.0657
H 3.561 3.564 -2.171  0.0722
H 2.698 4.841 -1.486  0.0707
H 2.122 3.218 -4.855  0.0530
H 2.862 4.447 -5.719  0.0637
H 3.903 3.463 -4.619  0.0859
H 1.658 7.124 -0.588  0.0598
H 0.824 8.505 -1.309  0.0799
H 0.146 6.814 -1.492  0.0596
H 3.249 8.562 -1.625  0.0823
H 3.381 8.531 -3.282  0.0664
H 3.942 7.134 -2.315  0.0786
C 1.099 4.300 2.806  -0.0564
C 0.230 5.041 1.865  -0.2517
N -0.455 5.649 1.158  0.1640
H 1.141 4.707 3.816  0.0700
H 2.087 4.225 2.352  0.0762
H 0.754 3.276 2.952  0.0669
C 4.114 -4.835 -0.719  -0.0780
C 2.728 -4.922 -0.371  -0.2908
N 1.589 -4.994 -0.110  0.1677
H 4.263 -5.476 -1.587  0.0652
H 4.720 -5.096 0.149  0.0888
H 4.311 -3.825 -1.076  0.0636
C 0.521 -3.083 -6.490  -0.0559
C 0.712 -2.588 -7.826  -0.2970
N 0.873 -2.127 -8.866  0.1384
H 1.364 -3.759 -6.345  0.0526
H -0.440 -3.570 -6.324  0.0856
H 0.576 -2.298 -5.736  0.0568
C 3.949 -4.772 -5.846  -0.0570
C 3.227 -4.913 -4.548  -0.2181
N 2.665 -4.983 -3.518  0.1560
H 3.383 -5.123 -6.709  0.0831
H 4.887 -5.324 -5.906  0.0801
H 4.263 -3.729 -5.808  0.0667
C 4.207 -5.469 4.957  -0.0537
C 4.618 -4.189 4.283  -0.2400
N 4.985 -3.234 3.779  0.1412
H 4.650 -6.348 4.490  0.0761
H 3.151 -5.714 4.841  0.0574
H 4.537 -5.451 5.995  0.0802
C 4.994 2.144 1.684  -0.0700
C 5.928 2.006 2.801  -0.2691
N 6.695 1.891 3.656  0.1459
H 5.120 1.200 1.155  0.0715
H 5.258 3.009 1.076  0.0890
H 3.985 2.265 2.079  0.0606
C 5.929 -0.875 -2.260  -0.0409
C 5.368 -0.940 -3.689  -0.2220
N 4.924 -0.974 -4.792  0.1140
H 5.536 -1.719 -1.694  0.0511
H 5.584 0.041 -1.780  0.0705
H 7.010 -1.012 -2.265  0.0756

The calculation puts the energy above the lowest of the compared OMol25 structures with the same formula, charge and spin at 132.7 kJ/mol. Its LUMO energy is 0.095 eV. For the HOMO-LUMO gap, the calculation gives 8.04 eV. The calculation puts the HOMO energy at -0.2921 Eh. The total energy comes out at -6671.38657 hartree. The largest force on an atom is 0.09298 hartree/bohr.